{
  "formula": "C38H100N6O15",
  "method": "the ωB97M-V functional and the def2-TZVPD basis",
  "homo_energy_ev": -8.3,
  "total_energy_ev": -80668.8937,
  "e_above_lowest_ev": 2.445,
  "orbital_gap_ev": 8.46,
  "spin_multiplicity": 1,
  "smiles": "COCCNCCOC.COCCNCCOC.COCCNCCOC.COCCNCCOC.COCCNCCOC.COCCNCCOC.CCO.O.O",
  "e_lumo_ev": 0.19,
  "symbols": ["O", "O", "O", "O", "O", "O", "O", "O", "O", "O", "O", "O", "O", "O", "O", "N", "N", "N", "N", "N", "N", "C", "C", "C", "C", "C", "C", "C", "C", "C", "C", "C", "C", "C", "C", "C", "C", "C", "C", "C", "C", "C", "C", "C", "C", "C", "C", "C", "C", "C", "C", "C", "C", "C", "C", "C", "C", "C", "C", "H", "H", "H", "H", "H", "H", "H", "H", "H", "H", "H", "H", "H", "H", "H", "H", "H", "H", "H", "H", "H", "H", "H", "H", "H", "H", "H", "H", "H", "H", "H", "H", "H", "H", "H", "H", "H", "H", "H", "H", "H", "H", "H", "H", "H", "H", "H", "H", "H", "H", "H", "H", "H", "H", "H", "H", "H", "H", "H", "H", "H", "H", "H", "H", "H", "H", "H", "H", "H", "H", "H", "H", "H", "H", "H", "H", "H", "H", "H", "H", "H", "H", "H", "H", "H", "H", "H", "H", "H", "H", "H", "H", "H", "H", "H", "H", "H", "H", "H", "H"],
  "xyz": [[6.154704, -3.343966, -3.023577], [-2.579037, 1.889246, 2.248126], [-3.420851, 4.755169, -5.977114], [0.448841, 9.693165, -1.412582], [-7.411003, -0.505253, -1.040805], [4.420080, -1.201094, 0.008847], [-6.190390, -3.047594, 2.605979], [-0.122771, -3.325725, -1.017195], [1.164694, 5.697322, 1.908716], [-5.940573, -7.460641, 1.472503], [10.565988, 0.289132, 0.688384], [0.124181, 1.203091, 1.522031], [-0.998492, -5.994968, 3.606304], [-1.028635, 2.607082, 6.478575], [-0.421346, 0.684920, -3.337351], [-5.251078, -0.821350, 0.966711], [-3.688672, -7.185657, 2.914142], [3.506719, -3.925092, -0.728274], [-1.907217, 2.189142, -5.376718], [8.068368, -0.817064, 0.260427], [1.980148, 8.227832, 0.860228], [-4.679533, 5.367608, -6.024776], [6.741320, -2.559758, -4.024312], [1.429593, 9.587273, 0.896562], [-0.490981, -0.665127, 2.940193], [-8.304211, 0.014287, -1.976056], [-3.371685, 3.568654, -6.768138], [-0.166681, 0.277821, -1.999658], [2.457731, 6.249922, 2.115697], [-3.142888, -7.091724, 4.271465], [-2.085954, 2.807374, -6.729555], [-5.016652, -0.466526, -0.434332], [-4.387053, -6.013187, 2.401734], [11.868479, 0.396892, 1.263595], [1.084479, -3.467997, -0.277252], [-2.084422, -5.997593, 4.497595], [-6.198581, 0.238721, -1.013812], [-0.373852, 10.697945, -1.994323], [4.755481, -3.144092, -2.771494], [-0.272394, -4.785577, 3.547498], [-5.151479, -6.338870, 1.091987], [2.198587, -3.693506, -1.353913], [6.760153, -0.421071, -0.193255], [-6.458529, -8.219866, 0.420222], [10.488524, -0.715558, -0.283824], [3.448956, -0.201089, 0.167607], [1.393740, 10.205079, -0.501402], [-4.994759, -2.343814, 2.856542], [9.047740, -0.673511, -0.809876], [2.378671, 7.764942, 2.189663], [-0.660701, 2.693266, -4.762706], [5.651574, -1.072247, 0.660061], [-4.395977, -1.762438, 1.610880], [-1.217525, -3.378945, -0.078458], [-7.014421, -3.307584, 3.735726], [-0.488979, 2.086837, -3.375771], [0.411976, 0.541796, 2.714490], [0.996358, 4.417164, 2.492152], [4.503445, -4.331588, -1.761716], [4.605009, -2.152464, -2.339413], [1.311695, 11.295570, -0.417114], [-4.803915, -1.465702, -0.836083], [-0.528489, 3.777227, -4.794535], [-3.365991, -1.442212, 1.809590], [-0.890040, -2.872789, 0.828797], [-1.370766, -0.603663, 3.574585], [-3.459607, 3.942878, -7.799566], [1.823145, -4.497374, -1.993994], [6.475389, -1.503694, -3.880761], [4.192587, -5.259841, -2.234769], [1.260544, 7.553519, 0.617733], [0.816316, 4.511758, 3.565446], [4.133236, -3.210516, -3.668688], [11.811689, 0.926644, 2.215979], [-4.432457, -6.635300, 0.318015], [-9.315400, -0.380870, -1.869419], [10.702883, -1.716888, 0.102238], [-0.805609, 0.745474, -1.249907], [8.420058, -0.428685, 1.121871], [-1.578008, -4.375842, 0.201211], [-5.148857, -1.525982, 3.571012], [-8.056928, -0.127797, -3.034186], [-4.624713, 6.261529, -5.402313], [-3.629886, -5.272955, 2.125519], [-1.222339, 3.413208, -7.004263], [12.155247, -0.588634, 1.646698], [-0.735036, -0.894112, 1.895710], [0.102453, -1.547181, 3.196711], [-1.796657, -6.119978, 5.546154], [-1.292581, 10.328229, -2.446925], [8.885559, -1.522408, -1.483913], [-2.634208, 2.547391, -4.760227], [-7.653870, -2.429194, 3.854586], [-3.437523, 1.509042, 2.016960], [-2.159478, 1.951104, -7.402069], [3.867927, -3.052264, -0.349268], [2.370916, 10.082795, -0.982882], [-5.026076, 5.573500, -7.039819], [12.508338, 0.878179, 0.527503], [-4.201995, -2.583991, 0.887703], [0.371709, 2.556940, -2.885766], [-4.234113, 2.917109, -6.602137], [-2.091444, -2.980042, -0.593567], [1.025103, -4.368187, 0.340547], [-0.197559, -0.804111, -1.857102], [-6.220413, -1.018203, 1.171528], [-5.740957, -5.545305, 0.625567], [-6.649112, -9.216284, 0.820102], [-8.456729, 1.094949, -1.852691], [-3.992729, -7.014242, 4.959182], [0.555058, -4.929481, 2.851299], [0.896471, 0.484045, -1.829408], [2.062120, 10.220729, 1.521052], [1.307796, -2.623996, 0.384795], [6.552638, 0.655759, -0.147600], [-5.065280, -5.676624, 3.196666], [-0.203097, 2.933096, 6.851587], [-6.492082, -3.605352, 4.645439], [6.541817, -0.794656, -1.195175], [-4.387911, -7.915433, 2.837995], [-1.376953, 2.424267, -2.817275], [5.429178, -4.489943, -1.215896], [-6.007567, 0.470632, -2.073740], [2.463263, -0.366206, -0.274922], [3.255157, 5.873357, 1.474313], [0.123943, 3.953121, 2.034124], [5.897776, -2.096388, 0.954239], [-5.488705, 4.830739, -5.509874], [-4.308540, -3.104041, 3.247734], [3.382123, 8.111017, 2.462768], [-5.748933, -8.349624, -0.408346], [6.435224, -2.746401, -5.063498], [-7.645593, -4.124146, 3.384697], [0.289368, 1.244158, 3.556965], [3.291771, -0.135712, 1.248309], [5.555395, -0.512098, 1.601868], [1.727683, 8.090140, 3.011907], [-0.684479, 11.414074, -1.230490], [8.934035, 0.202074, -1.461502], [0.442859, 9.603519, 1.375239], [2.699810, 5.954275, 3.148253], [-2.749475, 2.832146, 2.358864], [-0.875973, -3.904357, 3.325630], [-6.304899, 1.280476, -0.682072], [-4.232375, 0.287740, -0.538259], [-0.764383, 1.571779, 1.659345], [0.221255, 11.169357, -2.780648], [2.224551, -2.918404, -2.134057], [7.814981, -2.740918, -4.005087], [1.423525, 0.156138, 2.855024], [-0.773226, 2.182902, 5.651918], [-2.650324, -8.047641, 4.459888], [11.088574, -0.476915, -1.170948], [0.080459, 2.193027, -5.399240], [3.705036, 0.727186, -0.355375], [1.810177, 3.719255, 2.286135], [-2.607946, -5.045056, 4.345542], [0.285958, -4.765620, 4.494532], [-7.349806, -7.797971, -0.058607]],
  "atomic_forces_ev_per_a": [[-0.2, 0.0, -0.7], [-0.1, 0.2, 0.0], [0.3, -0.9, 0.5], [-1.2, -0.4, 0.4], [0.3, -0.1, 0.7], [-0.8, -0.4, -1.3], [0.0, 0.1, -0.4], [-0.6, -0.1, 1.5], [0.2, -0.1, -0.8], [-0.3, 0.3, -0.4], [0.5, 0.2, 0.8], [0.4, 0.2, -0.4], [-0.5, -0.9, -0.7], [0.1, 0.0, -0.1], [-0.4, -0.1, 0.1], [-0.3, 2.1, 1.1], [0.1, -0.1, -1.0], [-0.2, -1.0, -1.1], [0.3, 1.5, 0.3], [0.4, -0.2, -0.9], [-0.1, 0.3, 0.9], [-0.5, 0.3, 0.8], [-0.3, 0.6, -0.4], [-0.3, -0.5, -0.7], [0.5, -1.0, -1.4], [-1.1, 0.9, -0.4], [-0.4, 1.2, -1.8], [1.2, -0.5, -0.3], [-0.4, 0.0, 2.6], [0.3, -0.7, -1.3], [-0.2, -1.0, 1.8], [-0.6, -1.0, 1.6], [0.4, 0.3, -0.4], [-1.1, -0.5, 0.5], [1.0, -0.7, -1.8], [-1.3, 0.6, -0.3], [-0.6, 0.4, -2.4], [0.6, 0.1, 0.1], [1.1, -1.7, 0.4], [1.0, -1.3, 1.0], [0.6, -0.9, 1.0], [-0.5, 0.4, 0.6], [-1.5, -0.4, 1.0], [0.2, -0.5, -0.6], [-1.5, 0.2, -1.0], [-0.1, 0.8, 0.5], [0.9, 0.7, -0.2], [0.2, -0.4, 0.6], [0.3, -0.8, 0.1], [0.6, -0.5, -0.8], [0.4, -2.7, -0.8], [0.4, 0.0, 0.9], [0.4, -1.4, -1.5], [0.0, -0.1, -1.0], [-0.4, 0.2, -1.3], [-0.7, 1.2, 0.1], [-0.5, 0.0, 2.4], [-0.4, 0.0, -0.4], [-1.1, 2.0, 0.9], [-0.1, -0.1, 0.3], [-0.4, 0.0, 0.2], [0.3, 0.6, -1.3], [-0.1, 0.0, 0.3], [-0.2, 0.6, 0.3], [-0.6, 0.4, 0.1], [0.0, 0.3, -0.1], [-0.3, -0.3, -0.2], [0.5, -0.7, 0.5], [0.4, 0.1, 0.2], [0.0, 0.1, -0.2], [-0.2, 0.4, -0.5], [0.2, -0.1, 0.1], [0.2, -0.1, -0.2], [-0.2, 0.7, -0.4], [0.2, -0.2, 0.1], [0.2, -0.5, 0.4], [0.3, 0.1, 0.2], [0.0, 0.2, -0.1], [-0.4, 0.5, 0.0], [0.8, -0.4, -0.1], [-0.1, -0.1, 0.2], [0.6, -0.3, 0.1], [0.3, 0.3, -0.5], [-0.2, 0.4, 0.4], [-0.1, 0.1, 0.0], [0.6, -0.2, -0.8], [-0.8, -0.2, 0.2], [-0.1, 0.1, 0.6], [0.3, 0.3, 0.1], [0.2, -0.6, 0.1], [0.2, -0.1, -0.1], [-0.3, -0.1, -0.3], [0.0, 0.0, 0.6], [0.1, -0.1, 0.0], [-0.1, 0.3, -0.5], [-0.4, 0.0, 0.0], [0.2, -0.3, 0.3], [0.2, 0.2, -0.1], [0.6, -0.2, 0.3], [-0.1, -0.3, 0.2], [0.2, -0.2, 0.0], [0.0, 0.0, 0.4], [0.1, 0.7, 0.3], [0.1, -0.1, 0.1], [-0.6, -0.1, -0.6], [0.0, -0.1, -0.3], [-0.2, 0.3, 0.6], [-0.3, 0.1, -0.1], [0.3, 0.1, 0.1], [0.4, 0.5, 0.6], [-0.5, 0.1, -0.6], [-0.1, 0.5, 0.6], [0.2, -0.1, -0.1], [-0.2, 0.3, -0.1], [0.3, 0.2, -0.4], [-0.2, 0.7, -0.3], [0.0, 0.0, 0.0], [0.2, 0.2, 0.0], [0.5, 0.1, -0.2], [0.4, -0.3, 0.3], [0.0, -0.1, 0.3], [0.2, -0.1, -0.2], [0.6, -0.4, -0.1], [0.2, -1.2, -0.1], [-0.3, 0.0, -0.5], [-0.1, 0.2, 0.0], [0.5, 0.1, -0.2], [0.2, -0.7, -0.2], [0.4, 0.4, 0.3], [0.0, 0.2, -0.2], [0.3, 0.1, 0.2], [-0.4, -0.6, 0.2], [-0.1, -0.1, 0.4], [0.1, 0.0, 0.0], [-0.1, 0.9, 0.0], [-0.2, 0.0, 0.0], [-0.3, -0.2, -0.1], [0.1, 0.2, -0.1], [-0.2, 0.4, 0.4], [-0.2, 0.1, -0.1], [0.5, -0.1, -0.1], [0.0, -0.1, 0.0], [0.0, 0.0, 0.1], [-0.4, -0.3, 1.0], [0.5, -0.6, 0.0], [0.0, -0.1, -0.3], [-0.2, 0.4, 0.0], [-0.1, 0.8, 0.5], [0.0, 0.3, 0.2], [0.3, 0.5, -1.0], [0.0, 0.0, 0.0], [-0.1, -0.1, 0.1], [0.5, -0.2, 0.3], [0.5, 0.6, 0.1], [0.5, 0.3, 0.6], [0.3, 0.2, 0.1], [0.0, 0.2, 0.5], [-0.3, 1.0, 0.2], [-0.2, 0.1, 0.4]],
  "lowdin_charge": [-0.2185, -0.0367, -0.1824, -0.1868, -0.1657, -0.2462, -0.2113, -0.1951, -0.1949, -0.2135, -0.2063, -0.0882, -0.1838, -0.0573, -0.1643, -0.0676, -0.0708, -0.0604, -0.0549, -0.0522, -0.0521, -0.1363, -0.1363, -0.2007, -0.0837, -0.1435, -0.2446, -0.0973, -0.2308, -0.1909, -0.1930, -0.1804, -0.2033, -0.0886, -0.2135, -0.2338, -0.2399, -0.1076, -0.1852, -0.1049, -0.1847, -0.2039, -0.2013, -0.1211, -0.2396, -0.0831, -0.2446, -0.2328, -0.2181, -0.2277, -0.2144, -0.2113, -0.2349, -0.0945, -0.0942, -0.2603, -0.3413, -0.1064, -0.1556, 0.1028, 0.1098, 0.1239, 0.1203, 0.1083, 0.0549, 0.0713, 0.1218, 0.1197, 0.0822, 0.1121, 0.1024, 0.0879, 0.1169, 0.0845, 0.1189, 0.0869, 0.1258, 0.0802, 0.1096, 0.0865, 0.1295, 0.0896, 0.0873, 0.1047, 0.1159, 0.0874, 0.0597, 0.0616, 0.1217, 0.0815, 0.1142, 0.0926, 0.0881, 0.0498, 0.1156, 0.0634, 0.1222, 0.0872, 0.0905, 0.1090, 0.1220, 0.1267, 0.0774, 0.1128, 0.0774, 0.1091, 0.1213, 0.0888, 0.0874, 0.1155, 0.0832, 0.0774, 0.1168, 0.1103, 0.1225, 0.1123, 0.0346, 0.0879, 0.1114, 0.0978, 0.1187, 0.1090, 0.1182, 0.0685, 0.1284, 0.0734, 0.1267, 0.0851, 0.1082, 0.1179, 0.0865, 0.0819, 0.0884, 0.0972, 0.0843, 0.1215, 0.1191, 0.0823, 0.1176, 0.1216, 0.1139, 0.0613, 0.0733, 0.1271, 0.1179, 0.0397, 0.0875, 0.1082, 0.0834, 0.1009, 0.0111, 0.1150, 0.1230, 0.1208, 0.0963, 0.0902, 0.1007, 0.0919, 0.0860]
}